Entry A
C4H8ClN3 in the gas phase, computed with wB97M-V/def2-TZVPD.

2S+1 = 1
Frontier orbital gap = 9.73 eV
Net charge = 0
SMILES string = [H]/N=C\NN1C[C@@H]1CCl

Each line ends with the natural charge from an NBO analysis.
Positions of all 16 atoms, in Å:
H  -3.11355  -1.69144  0.31490  0.32
N  -3.17328  -0.92273  -0.41455  -0.66
C  -2.14247  -0.20181  -0.42590  0.28
N  -0.97293  -0.35425  0.33108  -0.51
N  -0.23197  0.86154  0.55815  -0.25
C  0.49349  1.28414  -0.63941  -0.27
C  1.22698  0.67609  0.48693  -0.11
C  1.82326  -0.69641  0.32596  -0.39
Cl  3.45611  -0.56886  -0.37620  -0.06
H  -2.04366  0.59907  -1.16002  0.16
H  -1.16284  -0.80016  1.23416  0.38
H  0.54065  2.35287  -0.81749  0.22
H  0.39842  0.65538  -1.53714  0.21
H  1.75621  1.33651  1.17362  0.22
H  1.93540  -1.19838  1.28952  0.22
H  1.21019  -1.33156  -0.34359  0.24

***

Entry B
C4H8ClN3 in the gas phase, computed with wB97M-V/def2-TZVPD.

2S+1 = 1
Frontier orbital gap = 9.74 eV
Net charge = 0
SMILES string = N[C@H]1C=NNC[C@H]1Cl

Each line ends with the natural charge from an NBO analysis.
Positions of all 16 atoms, in Å:
N  -0.75925  1.67419  0.78734  -0.76
C  -0.21496  0.85444  -0.43295  -0.22
C  1.24835  0.76826  -0.43650  0.04
N  2.01642  -0.27324  -0.25736  -0.20
N  1.35510  -1.46213  -0.07245  -0.46
C  0.00513  -1.57215  0.54115  -0.26
C  -0.76895  -0.44897  -0.37978  -0.13
Cl  -2.66149  -0.62363  -0.23141  -0.13
H  -1.65120  1.88906  0.49298  0.34
H  -0.51122  2.81857  0.50667  0.33
H  -0.45539  1.46296  -1.28769  0.22
H  1.62649  1.92947  -0.53346  0.19
H  1.98848  -1.86388  0.50517  0.36
H  -0.50771  -2.67713  0.40777  0.24
H  0.07322  -1.47830  1.73017  0.21
H  -0.78303  -0.99755  -1.33966  0.24

***

Most stable to least stable, the ends of the list are entry A and entry B.

***

Entry A
C16H30O4 in the gas phase, computed with wB97M-V/def2-TZVPD.

2S+1 = 1
Frontier orbital gap = 10.97 eV
Net charge = 0
SMILES string = CCCCOC(=O)CCCCCCC(=O)OCCCC

Each line ends with the natural charge from an NBO analysis.
Positions of all 50 atoms, in Å:
C  2.70011  3.08157  1.56070  -0.62
C  1.66490  2.09033  1.04125  -0.40
C  1.48287  2.13907  -0.47600  -0.43
C  2.72134  1.71161  -1.26107  -0.08
O  3.01665  0.32461  -1.08304  -0.52
C  4.06514  -0.01028  -0.33269  0.81
O  4.78926  0.77947  0.21852  -0.61
C  4.28517  -1.51096  -0.30852  -0.50
C  2.98932  -2.31778  -0.26464  -0.40
C  2.28247  -2.18905  1.08645  -0.39
C  0.79374  -2.53062  0.99798  -0.39
C  -0.00413  -1.37969  0.39143  -0.40
C  -1.46642  -1.73580  0.15040  -0.49
C  -2.20897  -0.58398  -0.48920  0.81
O  -1.70355  0.44062  -0.86775  -0.61
O  -3.51148  -0.86097  -0.59699  -0.51
C  -4.34743  0.14370  -1.17426  -0.08
C  -4.76382  1.18972  -0.14235  -0.42
C  -5.57495  0.60073  1.01267  -0.40
C  -6.98968  0.20616  0.60541  -0.61
H  3.70090  2.79140  1.25209  0.22
H  2.68095  3.10713  2.64802  0.21
H  2.49217  4.08326  1.18980  0.20
H  1.95794  1.08153  1.33964  0.19
H  0.69668  2.30186  1.50125  0.20
H  0.64433  1.49973  -0.75844  0.23
H  1.24301  3.16048  -0.77794  0.20
H  3.59554  2.29781  -0.96443  0.21
H  2.54249  1.83895  -2.33266  0.19
H  4.92370  -1.74186  0.54557  0.23
H  4.84038  -1.75398  -1.21878  0.23
H  2.33694  -1.96421  -1.06221  0.21
H  3.21382  -3.36894  -0.45752  0.20
H  2.38662  -1.16656  1.45494  0.19
H  2.77053  -2.84597  1.80950  0.21
H  0.40829  -2.74430  1.99742  0.20
H  0.66559  -3.43208  0.39418  0.19
H  0.04183  -0.51731  1.05853  0.21
H  0.43981  -1.07684  -0.55724  0.21
H  -1.97127  -1.99476  1.08322  0.23
H  -1.55172  -2.59818  -0.51522  0.23
H  -5.20998  -0.39429  -1.56948  0.19
H  -3.80421  0.62744  -1.99279  0.20
H  -5.34621  1.95910  -0.65209  0.21
H  -3.85715  1.65602  0.24853  0.22
H  -5.63067  1.34336  1.81143  0.20
H  -5.05131  -0.27302  1.40563  0.20
H  -6.97764  -0.58624  -0.13836  0.20
H  -7.54307  -0.15230  1.47014  0.21
H  -7.51919  1.06127  0.19041  0.20

***

Entry B
C16H30O4 in the gas phase, computed with wB97M-V/def2-TZVPD.

2S+1 = 1
Frontier orbital gap = 11.09 eV
Net charge = 0
SMILES string = CCCCOC(=O)CCCCCCC(=O)OCCCC

Each line ends with the natural charge from an NBO analysis.
Positions of all 50 atoms, in Å:
C  -3.71021  -0.71626  -3.01144  -0.61
C  -4.71948  -0.57285  -1.87929  -0.39
C  -4.07415  -0.24802  -0.53210  -0.42
C  -3.40993  1.12800  -0.48043  -0.08
O  -2.14932  1.16021  -1.14847  -0.52
C  -1.07106  0.81788  -0.43963  0.81
O  -1.10089  0.51614  0.72676  -0.62
C  0.18058  0.87924  -1.28237  -0.52
C  0.22504  -0.26747  -2.30112  -0.39
C  0.05701  -1.65284  -1.67628  -0.39
C  1.09697  -2.04669  -0.62534  -0.41
C  2.52307  -2.22308  -1.16360  -0.39
C  3.40962  -0.97778  -1.02401  -0.50
C  3.56245  -0.63397  0.44087  0.81
O  4.16081  -1.29649  1.24653  -0.60
O  2.91291  0.49542  0.73756  -0.52
C  2.87352  0.89572  2.11016  -0.07
C  1.66166  1.79529  2.31339  -0.43
C  1.54446  2.30245  3.74998  -0.39
C  1.18822  1.20050  4.74106  -0.61
H  -4.21862  -0.96312  -3.94091  0.21
H  -2.99931  -1.50935  -2.78919  0.20
H  -3.16131  0.21042  -3.15370  0.21
H  -5.43576  0.21372  -2.12849  0.19
H  -5.27747  -1.50649  -1.77666  0.20
H  -4.84240  -0.27168  0.24315  0.21
H  -3.32740  -1.00452  -0.28227  0.21
H  -3.25046  1.41921  0.56337  0.21
H  -4.02588  1.87649  -0.98384  0.19
H  1.03963  0.84006  -0.61428  0.24
H  0.18594  1.82877  -1.82012  0.23
H  -0.58040  -0.12125  -3.02430  0.21
H  1.16884  -0.21767  -2.84623  0.20
H  0.06986  -2.39438  -2.48006  0.20
H  -0.92700  -1.70243  -1.20338  0.20
H  0.77247  -2.99948  -0.20065  0.21
H  1.08597  -1.32054  0.18650  0.21
H  3.01271  -3.02771  -0.61163  0.22
H  2.48510  -2.51677  -2.21464  0.20
H  2.99151  -0.12296  -1.55062  0.22
H  4.39931  -1.20282  -1.42549  0.23
H  3.80314  1.42696  2.34560  0.18
H  2.82322  -0.00434  2.72985  0.20
H  0.75799  1.24542  2.04321  0.23
H  1.75241  2.64567  1.63376  0.20
H  0.76472  3.06627  3.77790  0.20
H  2.48327  2.77538  4.04813  0.19
H  1.01385  1.62326  5.72791  0.21
H  0.28473  0.68675  4.42164  0.21
H  1.99005  0.47172  4.82321  0.20

***

Most stable to least stable, the ends of the list are entry A and entry B.